[1]
Computed, not measured: a structure of composition C21H31ClFeN2O5, with ωB97M-V/def2-TZVPD.

Structure (XYZ):
```
61
Properties=species:S:1:pos:R:3
Fe -0.250 1.205 0.216
C -1.998 -0.083 2.978
C -2.898 0.357 1.818
C -2.560 1.663 1.090
C -3.133 -0.775 0.839
C -4.449 -1.204 0.745
C -4.801 -2.256 -0.068
C -3.798 -2.903 -0.754
C -2.449 -2.542 -0.696
C -1.592 -3.496 -1.547
C -0.963 -2.864 -2.802
C -0.717 -4.488 -0.753
C -2.099 -1.402 0.095
N -0.803 -0.777 0.158
C 0.250 -1.370 -0.324
C 1.501 -0.740 -0.398
C 2.691 -1.216 -0.937
C 3.602 -0.178 -0.809
C 2.940 0.899 -0.194
N 1.644 0.560 0.049
C 3.625 2.189 0.231
C 2.921 3.432 -0.310
C 3.700 2.273 1.763
C 5.068 2.199 -0.287
H -1.806 0.741 3.665
H -1.044 -0.479 2.640
H -2.514 -0.873 3.527
H -3.870 0.543 2.278
H -2.072 1.489 0.109
H -2.045 2.397 1.703
H -3.478 2.131 0.732
H -5.206 -0.687 1.323
H -5.830 -2.578 -0.161
H -4.068 -3.749 -1.374
H -2.339 -4.169 -1.967
H -0.268 -2.046 -2.625
H -1.758 -2.469 -3.437
H -0.432 -3.632 -3.370
H 0.084 -4.068 -0.149
H -0.261 -5.195 -1.451
H -1.354 -5.057 -0.074
H 0.206 -2.366 -0.703
H 2.857 -2.197 -1.358
H 4.639 -0.202 -1.099
H 1.920 3.540 0.097
H 2.832 3.390 -1.395
H 3.495 4.324 -0.044
H 2.712 2.330 2.214
H 4.240 3.175 2.061
H 4.220 1.408 2.180
H 5.095 2.184 -1.378
H 5.638 1.347 0.086
H 5.566 3.110 0.050
O -1.687 3.395 -2.276
Cl -0.471 2.810 -1.847
O -0.612 1.328 -1.764
O 0.627 3.159 -2.665
O -0.210 3.175 -0.422
O 0.238 1.638 2.151
H 1.055 1.125 2.261
H 0.469 2.547 2.381
```

- 2S+1: 1
- Charge: 0
- Frontier orbital gap (spin up / spin down): 7.66 / 7.66 eV

Atom charges from the natural (NBO) analysis, given in e for atoms 1 to 5:
1 Fe 1.04
2 C -0.59
3 C -0.26
4 C -0.58
5 C 0.07

[2]
Computed, not measured: a cluster of 6 separate species, C5H24N2O6 in total, with ωB97M-V/def2-TZVPD.

Structure (XYZ):
```
37
Properties=species:S:1:pos:R:3
C 0.920 -0.842 0.194
N -0.248 -1.410 0.892
C 0.772 -0.526 -1.310
C 2.051 0.110 -1.895
C 1.940 0.576 -3.363
N -0.386 0.307 -1.706
C -1.620 -0.323 -2.068
O -2.513 -0.670 -1.010
H 1.332 -0.019 0.780
H 1.669 -1.636 0.307
H -0.729 -2.016 0.253
H -0.779 -0.631 1.246
H 0.692 -1.503 -1.796
H 2.897 -0.539 -1.671
H 2.257 1.064 -1.399
H 2.583 1.426 -3.548
H 2.145 -0.244 -4.047
H 0.946 0.886 -3.667
H -0.511 1.145 -1.161
H -2.184 0.319 -2.757
H -1.458 -1.250 -2.616
H -2.525 -0.003 -0.317
H 1.337 -2.444 2.585
H 2.397 -2.251 3.439
O 1.456 -2.468 3.551
H 1.225 2.198 3.593
H -0.015 2.663 2.954
O 0.613 2.923 3.634
H 3.829 0.764 3.044
H 2.972 -0.217 3.881
O 2.950 0.392 3.139
H -2.832 1.538 1.804
H -3.902 0.557 1.433
O -2.948 0.700 1.340
H -4.270 -0.133 -1.209
H -4.955 1.248 -1.330
O -5.110 0.310 -1.197
```

- 2S+1: 1
- Charge: 0
- Frontier orbital gap: 8.98 eV
- Structure (SMILES): CC[C@@H](CN)NCO.O.O.O.O.O

Atom charges from the natural (NBO) analysis, given in e for atoms 1 to 5:
1 C -0.24
2 N -0.84
3 C -0.06
4 C -0.40
5 C -0.61

[3]
Computed, not measured: a structure of composition C12H24Cl2N4O2PSn, with ωB97M-V/def2-TZVPD.

Structure (XYZ):
```
46
Properties=species:S:1:pos:R:3
C -0.696 -3.315 -3.553
C -0.953 -2.069 -2.838
H -1.633 -3.829 -3.835
H -0.111 -3.984 -2.904
H -0.127 -3.105 -4.471
O -1.901 -1.439 -2.483
Cl 3.841 -0.690 -3.407
Sn 1.594 -1.125 -2.602
P 0.146 1.348 -2.681
C -1.382 2.327 -2.437
C 1.382 2.655 -2.320
H 1.064 0.690 -4.863
H 0.333 2.326 -4.851
H -0.716 0.866 -4.904
C 0.215 1.291 -4.508
H 2.395 2.238 -2.363
H 1.283 3.468 -3.053
H -1.304 3.276 -2.993
H -1.551 2.563 -1.375
H 1.204 3.053 -1.311
H -2.251 1.768 -2.811
C -2.100 -0.072 -0.507
O -3.233 -0.251 -0.561
Cl 2.354 0.023 -0.475
C 0.023 0.688 1.765
N 0.126 -0.778 1.664
C -1.035 -1.366 2.351
N -1.106 -0.968 3.783
C -1.161 0.524 3.851
N 0.014 1.153 3.175
C 1.256 0.659 3.831
N 1.359 -0.823 3.782
C 1.342 -1.256 2.364
C 0.157 -1.411 4.437
H -0.897 0.999 1.247
H 0.890 1.122 1.250
H -0.927 -2.460 2.297
H -1.942 -1.046 1.822
H -1.157 0.827 4.912
H -2.080 0.875 3.360
H 2.122 1.098 3.316
H 1.241 0.968 4.889
H 1.338 -2.357 2.327
H 2.217 -0.859 1.833
H 0.143 -1.094 5.493
H 0.222 -2.505 4.359
```

- 2S+1: 1
- Charge: +3
- Frontier orbital gap (spin up / spin down): 3.85 / 5.12 eV

Atom charges from the natural (NBO) analysis, given in e for atoms 1 to 5:
1 C -0.79
2 C 0.76
3 H 0.35
4 H 0.32
5 H 0.31

[4]
Computed, not measured: the ion C15H25BrNO2 with charge +1, with ωB97M-V/def2-TZVPD.

Structure (XYZ):
```
44
Properties=species:S:1:pos:R:3
C -4.373 -1.513 0.885
H -4.519 -2.370 1.546
O -3.037 -1.457 0.423
C -2.640 -2.610 -0.308
C -1.172 -2.474 -0.711
C -0.940 -1.271 -1.620
N -1.198 -0.033 -0.855
H -2.074 -0.210 -0.317
C -1.266 1.210 -1.644
C -1.667 2.397 -0.767
H -1.491 3.305 -1.345
H -2.737 2.349 -0.558
C -0.927 2.499 0.574
H -1.305 1.757 1.280
H -1.144 3.480 0.996
C 0.590 2.343 0.491
H 0.990 2.833 -0.403
H 1.062 2.797 1.368
O 0.896 0.945 0.482
C 2.242 0.610 0.306
C 2.879 0.889 -0.896
C 4.193 0.514 -1.094
C 4.862 -0.147 -0.076
C 4.231 -0.429 1.123
C 2.911 -0.053 1.336
C 2.243 -0.369 2.637
H 2.862 -0.033 3.466
H 2.110 -1.445 2.739
H 1.270 0.110 2.706
H 4.768 -0.940 1.907
Br 6.671 -0.678 -0.334
H 4.691 0.731 -2.025
H 2.351 1.405 -1.685
H -1.990 1.092 -2.452
H -0.283 1.377 -2.091
H -0.417 0.122 -0.169
H 0.086 -1.260 -1.994
H -1.622 -1.309 -2.473
H -0.874 -3.383 -1.231
H -0.559 -2.380 0.186
H -2.774 -3.504 0.313
H -3.276 -2.718 -1.199
H -5.073 -1.584 0.047
H -4.550 -0.594 1.438
```

- 2S+1: 1
- Charge: +1
- Frontier orbital gap: 9.25 eV
- Structure (SMILES): COCCC[NH2+]CCCCOc1ccc(Br)cc1C

Atom charges from the natural (NBO) analysis, given in e for atoms 1 to 5:
1 C -0.25
2 H 0.19
3 O -0.58
4 C -0.07
5 C -0.44

[5]
Computed, not measured: a structure of composition C17H21N3NiO2, with ωB97M-V/def2-TZVPD.

Structure (XYZ):
```
44
Properties=species:S:1:pos:R:3
C -1.102 1.478 2.380
C -1.112 -1.288 2.469
H -0.099 1.826 2.634
H -1.608 1.081 3.260
H -1.709 2.276 1.940
H -0.822 -2.267 2.076
H -0.434 -1.010 3.276
H -2.149 -1.301 2.814
C -0.380 2.694 -0.670
C -0.022 3.491 -1.750
C 0.210 2.879 -2.980
C 0.076 1.500 -3.082
H -0.554 3.114 0.314
H 0.079 4.564 -1.622
H 0.500 3.466 -3.847
H 0.270 1.006 -4.027
N -0.515 1.365 -0.767
C -0.289 0.756 -1.955
C -0.422 -0.713 -1.970
N -0.689 -1.306 -0.782
C -0.810 -2.638 -0.725
C -0.392 -2.860 -3.068
C -0.666 -3.455 -1.839
H -1.020 -3.049 0.257
H -0.767 -4.531 -1.739
C -0.272 -1.477 -3.133
H -0.063 -0.996 -4.082
H -0.273 -3.462 -3.964
Ni -0.869 0.045 0.934
C -2.935 0.078 0.745
H -3.270 -0.957 0.643
H -3.169 0.650 -0.157
H -3.390 0.540 1.622
O 1.582 2.170 1.165
C 1.893 0.998 1.262
C 3.253 0.586 1.718
C 3.180 -0.935 1.652
C 1.750 -1.170 1.305
O 1.289 -2.292 1.218
N 1.029 -0.038 1.109
H 4.089 0.987 1.112
H 3.339 0.930 2.775
H 3.817 -1.345 0.843
H 3.444 -1.389 2.635
```

- 2S+1: 3
- Charge: 0
- Frontier orbital gap (spin up / spin down): 6.09 / 8.35 eV
- ⟨S²⟩: 2.099

Atom charges from the Mulliken analysis, given in e for atoms 1 to 5:
1 C -1.52
2 C -1.25
3 H 0.33
4 H 0.47
5 H 0.42

[6]
Computed, not measured: a structure of composition C2H2ClO2, with ωB97M-V/def2-TZVPD.

Structure (XYZ):
```
7
Properties=species:S:1:pos:R:3
C -1.090 -0.448 0.458
C 1.171 0.501 -0.566
O 0.504 1.038 -1.331
O 0.095 -0.663 0.406
Cl 2.621 0.275 0.047
H -1.720 -1.024 1.148
H -1.580 0.320 -0.162
```

- 2S+1: 1
- Charge: +1
- Frontier orbital gap: 11.54 eV

Atom charges from the natural (NBO) analysis, given in e for atoms 1 to 5:
1 C 0.37
2 C 0.67
3 O -0.33
4 O -0.45
5 Cl 0.35

ΔE to the lowest compared entry with this formula, charge and spin (eV)
0.611; 1.647; 0.540; 0.066; 2.475; 0.125